DFT (ωB97M-V/def2-TZVPD) results for a structure of composition C21H25AuN6OS at a distorted geometry.

Calculated values
**Total energy**: -47697.3304 eV

XYZ file:
```
55
Properties=species:S:1:pos:R:3:forces:R:3:lowdin_charge:R:1
Au -0.09555 -0.70897 -0.29949 -0.2 0.7 -0.2 0.62
C 3.94615 2.27913 -3.77769 0.0 0.0 0.3 -0.09
C 3.89435 2.53913 -2.27269 0.2 -0.1 -0.2 -0.26
N 2.55945 2.48973 -1.73189 0.1 0.3 0.0 -0.06
C 1.86555 1.34233 -1.57079 -1.0 0.0 0.1 -0.83
S 0.21865 1.56303 -1.08239 -0.1 -0.1 0.3 0.62
N 2.44645 0.21743 -1.87449 1.5 -0.2 -0.7 -0.01
N 1.90455 -0.90947 -1.44229 -0.1 -0.7 0.2 -0.08
C 2.14315 -2.05737 -1.98419 0.5 1.2 -0.4 -0.29
C 3.02385 -2.26587 -3.18329 -0.1 0.2 0.1 -0.03
C 1.47785 -3.18147 -1.36259 -0.3 -0.7 0.3 -0.23
C 2.02105 -4.47257 -1.39069 -0.1 0.3 0.0 -0.02
C 1.31985 -5.51627 -0.82689 -0.3 0.1 0.1 -0.07
C 0.09235 -5.25167 -0.22509 0.2 -0.1 -0.1 -0.06
C -0.35025 -3.94167 -0.19059 -0.2 -0.4 0.3 -0.13
N 0.29935 -2.94267 -0.76039 0.2 0.0 -0.1 0.02
H 4.93095 2.53683 -4.15829 0.1 0.0 -0.1 0.06
H 3.19785 2.87433 -4.29609 0.0 0.1 -0.1 0.07
H 3.74585 1.22793 -3.96359 0.0 0.0 -0.1 0.05
H 4.30315 3.52593 -2.03999 0.0 -0.1 0.0 0.11
H 4.48815 1.77633 -1.76139 0.0 0.2 0.0 0.11
H 2.00155 3.32963 -1.72519 0.1 -0.1 0.0 0.10
H 3.07415 -1.33587 -3.74729 0.1 0.0 0.0 0.06
H 2.62675 -3.05357 -3.82099 0.0 -0.1 -0.1 0.08
H 4.03595 -2.54067 -2.88149 0.1 0.0 0.0 0.08
H 2.99925 -4.62997 -1.81759 0.0 0.0 -0.1 0.11
H 1.71855 -6.52127 -0.84619 0.0 0.0 0.0 0.11
H -0.50095 -6.04807 0.19611 -0.1 0.0 0.1 0.10
H -1.25795 -3.66987 0.32871 -0.1 0.0 0.0 0.10
C -3.57965 2.13353 3.59571 -0.4 -0.1 0.1 -0.01
N -2.32145 1.48083 3.33211 0.6 0.3 -0.2 -0.09
N -2.26005 0.58703 2.27451 -0.2 -0.4 0.3 0.06
C -1.32135 -0.39597 2.55221 -0.2 -0.2 0.1 -0.42
O -1.01075 -1.29817 1.76921 -0.1 -0.3 0.3 -0.08
C -0.84895 -0.10287 3.87081 -0.1 0.2 0.2 0.07
C -1.48275 1.01953 4.30691 0.2 -0.2 -0.3 -0.26
C -1.31455 1.77223 5.57561 -0.1 0.0 0.0 -0.01
C -2.62015 0.99263 0.97811 -0.2 0.4 -0.4 -0.24
C -2.52265 2.33613 0.62581 0.0 0.0 0.0 -0.08
C -2.81405 2.72713 -0.66579 -0.1 0.0 0.0 -0.12
C -3.19335 1.78803 -1.60969 0.0 0.0 -0.1 -0.11
C -3.29045 0.45393 -1.25889 -0.1 0.0 0.1 -0.09
C -3.01405 0.04503 0.03731 -0.2 0.1 0.1 -0.06
H -4.02425 2.43533 2.64941 0.0 0.1 0.1 0.08
H -3.41445 3.01163 4.21581 0.1 0.0 -0.1 0.09
H -4.27245 1.46203 4.11151 -0.1 0.0 0.0 0.10
H -0.08575 -0.66257 4.36951 0.2 -0.1 0.1 0.12
H -0.43385 1.40893 6.09641 0.0 0.0 0.1 0.09
H -2.18005 1.66113 6.22791 0.0 0.0 0.1 0.09
H -1.18645 2.83233 5.36031 0.0 0.0 0.1 0.09
H -2.18095 3.06863 1.34481 0.1 -0.1 0.0 0.12
H -2.69995 3.76393 -0.94699 0.0 0.1 0.0 0.11
H -3.38865 2.09533 -2.62539 0.0 0.0 -0.1 0.10
H -3.56185 -0.28007 -2.00159 -0.1 -0.1 0.0 0.11
H -3.10705 -0.99007 0.32281 0.0 -0.1 0.0 0.11
```
Forces are in eV/Å.



DFT (ωB97M-V/def2-TZVPD) results for a structure of composition C30H50AlCl3N4O4Si at a distorted geometry.

Calculated values
**Total energy**: -98121.5264 eV

XYZ file:
```
93
Properties=species:S:1:pos:R:3:forces:R:3:lowdin_charge:R:1
C -4.86370 2.25501 -1.99793 -0.1 0.1 0.2 -0.07
C -4.08590 3.09613 -2.96492 0.3 0.9 -0.5 -0.22
H -4.97194 2.77543 -1.03708 0.0 -0.2 -0.1 0.08
H -4.36070 1.30212 -1.81059 -0.2 0.2 0.0 0.04
H -5.87630 2.07231 -2.39136 0.2 0.0 0.1 0.09
C -4.52049 4.29909 -3.37373 0.2 -0.7 -0.2 -0.12
C -5.69561 5.00482 -2.79350 -0.5 0.3 -0.1 -0.10
H -4.06417 4.78670 -4.23608 0.1 -0.1 0.5 0.09
H -5.60773 5.16490 -1.70818 0.0 -0.2 -0.3 0.08
H -6.62746 4.45374 -2.98036 0.1 0.1 0.1 0.08
H -5.79263 5.99023 -3.26584 -0.1 -0.2 0.2 0.07
Al -0.92728 -0.48842 -0.39784 -1.3 0.7 0.6 -0.85
Cl -1.67151 -2.32303 0.51153 0.1 -0.2 0.0 0.27
Cl -1.63903 -0.74267 -2.49611 0.2 -0.3 0.0 0.29
C 1.32271 -1.55670 -1.74470 -0.3 0.9 0.7 -0.21
O 0.86055 -0.72707 -0.88409 1.0 -1.1 -1.0 -0.07
N 2.59359 -1.54372 -2.10202 -0.5 0.2 0.3 -0.14
C 3.50435 -0.55253 -1.53091 0.1 0.1 0.0 0.00
C 3.11462 -2.43694 -3.13626 -0.2 -0.1 -0.3 -0.02
H 0.67722 -2.30011 -2.22539 0.0 0.2 0.1 0.14
H 3.52701 -0.63710 -0.43726 0.0 0.0 -0.3 0.09
H 3.21062 0.46785 -1.81281 0.0 -0.3 0.1 0.09
H 4.48919 -0.77513 -1.94951 -0.1 0.2 0.3 0.09
H 2.62853 -3.41709 -3.06816 0.2 0.2 0.0 0.10
H 4.19363 -2.53182 -2.98041 -0.3 -0.2 -0.1 0.09
H 2.93452 -2.03192 -4.14485 0.1 0.0 0.4 0.11
H -1.43212 -0.20589 5.03551 0.1 0.3 0.0 0.10
H -2.18067 2.13981 2.24042 0.4 0.1 0.2 0.04
C -0.86155 0.70281 4.79883 0.1 -0.4 0.0 -0.03
C -1.30364 2.25529 2.89087 0.2 0.3 -0.1 -0.04
N -0.84655 0.94347 3.35664 0.0 -0.3 -0.4 -0.13
H 0.15982 0.57850 5.18821 -0.3 0.1 -0.1 0.09
C -0.52207 -0.02559 2.50223 -0.2 0.1 -0.9 -0.26
O -0.25203 0.17761 1.28205 -0.1 0.0 1.6 -0.13
H -0.51574 2.76285 2.32715 -0.2 -0.1 0.2 0.08
H -0.50357 -1.04717 2.90186 0.0 0.5 -0.1 0.11
H -1.32165 1.57675 5.27420 0.1 -0.5 0.0 0.08
H -1.55264 2.83696 3.78294 0.0 0.0 -0.3 0.08
O -1.83286 2.80606 -2.30374 0.8 0.9 0.3 -0.29
C -2.72378 2.55619 -3.38330 0.1 -0.4 0.0 -0.31
C -1.81970 4.45715 -4.76263 0.3 0.0 -0.4 -0.08
C -2.13959 3.10146 -4.66734 -0.2 -0.2 0.1 -0.18
H -2.05716 5.12402 -3.92857 0.3 -0.3 -0.4 0.12
C -1.19716 4.94406 -5.91689 -0.2 -0.1 0.3 -0.08
H -2.82492 1.46413 -3.43733 0.1 0.1 -0.3 0.09
C -1.85494 2.22738 -5.72066 0.0 0.5 0.2 -0.03
H -0.94371 6.00531 -5.96428 0.0 -0.3 -0.1 0.10
C -0.89858 4.07329 -6.96572 0.0 -0.1 0.0 -0.10
C -1.22885 2.71679 -6.86672 0.0 -0.1 -0.1 -0.09
H -2.11905 1.17448 -5.59636 0.2 0.3 -0.2 0.12
H -0.40607 4.45826 -7.86167 -0.1 -0.2 0.3 0.10
H -0.98780 2.01889 -7.67457 -0.1 0.4 0.2 0.10
Si -0.19488 2.92401 -2.00099 -0.5 0.8 -1.5 0.39
Cl -2.29588 1.37849 -0.13388 -0.2 -1.6 0.6 0.42
C 0.27863 4.72962 -2.31157 0.2 0.0 0.0 -0.16
C 0.69849 1.83648 -3.23442 0.3 -0.1 -0.2 -0.15
C 0.55526 2.63334 -0.32061 -0.1 0.1 0.5 -0.19
H 0.41848 4.95086 -3.37713 -0.1 0.0 0.2 0.02
H 1.22662 4.93985 -1.79464 -0.2 0.1 -0.2 0.02
H -0.47835 5.41635 -1.91242 0.1 -0.1 0.0 0.04
H -0.21373 2.74478 0.45130 0.4 -0.1 -0.2 -0.03
H 1.33000 3.40011 -0.16163 -0.2 -0.2 -0.2 0.04
H 1.03507 1.65339 -0.22654 -0.2 0.2 0.1 0.01
H 0.73763 2.31414 -4.22330 0.0 -0.1 0.2 0.04
H 0.20181 0.86303 -3.34290 0.1 0.2 0.0 -0.02
H 1.73083 1.67343 -2.89312 -0.1 0.0 -0.1 0.01
C 1.64202 -7.89685 4.04087 0.0 -0.2 0.1 -0.08
C 1.45427 -6.86604 5.13731 0.3 0.1 0.3 -0.22
N 1.47818 -5.47830 4.65751 0.7 0.4 0.0 -0.06
C 0.82375 -4.50958 5.58285 -0.3 0.0 -0.6 -0.21
C 1.75739 -3.76216 6.52152 0.1 -0.1 0.2 -0.07
C 2.63771 -5.09712 3.98434 0.4 -0.4 0.1 -0.40
O 3.61124 -5.83555 3.84526 -0.8 0.5 0.1 0.06
C 2.68214 -3.71909 3.38792 -0.4 0.1 -0.5 -0.11
C 3.92603 -3.13252 3.10460 -0.4 0.3 0.3 0.00
C 3.95790 -1.84008 2.58265 -0.6 0.1 -0.2 -0.04
C 2.73021 -1.18200 2.35820 0.8 -0.6 0.6 -0.13
N 1.56867 -1.75580 2.63062 -0.2 -0.3 -0.8 0.06
C 1.51659 -3.02547 3.02055 1.0 0.1 0.5 -0.07
H 0.90983 -7.74008 3.24722 0.0 -0.1 0.0 0.08
H 1.48487 -8.88938 4.47442 0.0 0.1 -0.1 0.08
H 2.65217 -7.84852 3.62992 -0.3 -0.1 0.0 0.06
H 0.47723 -6.99346 5.61710 0.2 -0.1 -0.1 0.11
H 2.23545 -6.99440 5.90670 -0.2 -0.1 -0.1 0.13
H 0.23551 -3.80103 4.98461 0.1 -0.2 0.4 0.09
H 0.11934 -5.10599 6.17377 0.1 0.2 -0.2 0.11
H 2.38277 -3.02714 6.00001 -0.1 -0.2 0.1 0.07
H 1.15647 -3.22641 7.26465 0.1 0.0 -0.1 0.08
H 2.39867 -4.47084 7.05872 0.0 0.2 -0.1 0.08
H 4.83378 -3.69470 3.32232 -0.2 0.1 0.0 0.12
H 4.88923 -1.32614 2.36074 -0.1 -0.2 0.0 0.10
H 2.68904 -0.16813 1.95997 0.0 -0.1 0.2 0.11
H 0.53402 -3.49805 3.05471 0.2 0.2 0.0 0.12
```
Forces are in eV/Å.



DFT (ωB97M-V/def2-TZVPD) results for a structure of composition C2H20B2KO4 at a distorted geometry.

Calculated values
**Charge**: +1
**Total energy**: -28254.8510 eV

XYZ file:
```
29
Properties=species:S:1:pos:R:3:forces:R:3:lowdin_charge:R:1
O 1.75990 -0.82608 2.54275 0.1 0.4 0.3 0.21
H 1.77836 -1.78439 2.68842 0.0 -0.1 -0.1 0.17
H 1.48811 -0.61408 1.58089 0.0 -0.3 -0.1 0.07
H 2.68804 -0.47264 2.54189 0.4 0.1 -0.2 0.13
O -1.92394 -3.40982 -0.60492 -0.3 -0.6 -0.3 0.25
H -2.44519 -3.05960 -1.34527 0.1 0.1 -0.1 0.17
H -1.07871 -2.83734 -0.40971 0.4 0.6 0.5 0.06
H -2.50060 -3.53113 0.16646 0.1 0.0 0.2 0.18
K 1.97526 0.76460 -2.09550 0.3 0.2 0.3 0.89
B 3.42028 0.33464 0.37691 0.7 0.4 0.7 -0.42
H 3.09852 1.46825 0.33828 -0.6 0.9 -0.2 -0.03
H 2.51108 -0.39297 0.42452 -0.7 -0.6 -0.5 -0.11
H 4.11118 0.08171 -0.54474 0.5 -0.4 -0.7 -0.04
H 4.04394 0.22792 1.40739 0.3 -0.2 0.5 -0.02
B 0.20764 -1.41722 -0.26876 -0.3 -0.3 -0.1 -0.34
H 1.03318 -1.50760 -1.10727 0.4 -0.5 -0.5 -0.01
H 0.06070 -2.39496 0.43683 0.1 -0.7 -0.1 0.02
H 0.58571 -0.57729 0.47078 -0.6 0.6 0.2 -0.03
H -0.84886 -1.13653 -0.76804 -0.4 0.2 -0.1 0.00
C -2.68473 2.61357 -0.65800 0.6 1.6 0.0 -0.22
C -1.93484 1.33800 -0.38381 -0.8 0.2 -0.5 -0.25
O -0.62567 1.45342 -0.91760 0.4 0.0 -0.4 -0.13
O -2.03691 3.68504 0.06213 -0.4 -0.3 -0.2 -0.06
H -3.73714 2.60739 -0.37364 0.1 -0.4 0.3 0.12
H -2.65797 2.92472 -1.70573 0.0 -0.6 -0.2 0.12
H -2.46778 0.52874 -0.89753 0.0 -0.1 0.2 0.11
H -1.94477 1.18603 0.69867 0.3 -0.2 0.0 0.13
H -0.30691 0.55094 -1.05447 -0.4 0.1 0.5 -0.04
H -1.56789 4.19669 -0.60094 0.1 0.1 0.3 0.08
```
Forces are in eV/Å.